This record from the OMol25 dataset describes a molecular structure, C16H27N3OS. The level of theory is ωB97M-V/def2-TZVPD.

Last column: Löwdin charge in e.
Cartesian coordinates (Å):
H: 1.671 0.748 -3.918  0.103
C: -0.726 1.619 2.329  -0.194
C: 4.838 -0.083 -3.287  -0.039
H: -1.699 1.846 -1.145  0.023
H: -1.046 2.432 4.183  0.082
H: 2.341 -2.257 0.722  0.156
S: -1.405 -1.459 -1.307  1.003
H: -2.357 1.616 5.875  0.164
H: 3.551 0.788 -4.920  0.148
H: 1.385 -1.347 -1.827  0.142
H: -2.554 -1.205 3.721  0.058
C: -2.654 -1.055 -2.305  -0.430
H: 1.004 -1.767 1.647  0.063
C: 1.147 -1.986 0.591  -0.024
H: 5.756 0.449 -3.518  0.057
C: 2.437 0.419 -3.349  -0.258
N: -2.068 0.576 4.036  -0.135
H: -2.638 -0.247 1.526  0.192
C: -0.887 0.040 -0.572  -0.469
H: 0.479 1.348 0.048  0.207
H: -1.515 1.803 1.746  0.093
C: 1.358 -0.499 0.199  -0.262
C: 2.259 0.438 -1.942  -0.675
H: 3.737 1.864 -3.512  0.135
H: -0.695 -1.429 3.942  0.190
O: 2.571 1.401 -1.396  0.135
N: 1.669 -0.494 -1.309  0.131
H: 2.271 -0.789 -3.800  0.204
C: -2.049 0.395 5.491  -0.134
H: -2.977 -0.209 5.758  0.102
H: -3.543 0.921 -2.796  0.026
H: 4.851 -1.052 -3.530  0.010
N: -0.578 0.496 1.573  -0.161
H: 0.230 2.143 2.189  0.140
C: -1.701 -0.741 3.511  -0.241
C: -2.912 0.455 -2.166  -0.039
H: -3.209 -1.787 -2.995  0.087
H: 0.121 0.981 4.058  0.063
C: -1.404 -0.512 2.038  -0.240
H: -1.269 -1.534 1.559  0.108
C: -1.732 0.908 -1.277  -0.095
C: 0.150 0.227 0.293  -0.354
H: 0.431 -2.574 0.234  -0.008
C: -0.668 1.530 3.893  0.002
H: -1.386 0.109 6.011  -0.058
H: 4.882 0.030 -2.062  0.135
H: 2.138 0.164 0.621  0.169
C: 3.601 0.802 -3.777  -0.312

Properties
- lowest unoccupied orbital energy (eV) = 0.57
- ΔE to the lowest compared entry with this formula, charge and spin (eV) = 16.050
- HOMO-LUMO gap (eV) = 8.25
- total energy (eV) = -34368.226

---

This record from the OMol25 dataset describes a molecular structure, C16H27NOPtS4. The level of theory is ωB97M-V/def2-TZVPD.

Last column: Löwdin charge in e.
Cartesian coordinates (Å):
C: -1.798 -0.303 -3.421  0.020
C: -1.308 -0.297 -2.138  -0.132
H: 0.610 -0.627 3.689  0.084
H: 0.663 -2.790 -0.135  0.112
C: 2.232 2.227 -1.424  -0.102
H: -3.729 0.856 0.662  0.114
S: 0.817 1.501 2.587  0.978
S: 1.783 -0.888 0.703  0.966
H: 3.299 2.419 -1.322  0.156
H: -0.959 2.861 -4.183  0.154
H: -0.711 3.909 2.122  0.112
S: -1.825 2.210 0.950  0.964
H: 1.686 3.411 -3.109  0.155
C: 1.439 0.014 3.403  -0.379
C: -0.603 2.200 3.477  -0.375
H: -1.089 -3.164 1.600  0.136
C: -0.588 1.919 -2.315  -0.243
Pt: 0.063 0.777 0.487  0.892
H: -2.024 -0.191 3.044  0.083
H: -1.359 -1.215 -1.581  0.068
S: -1.403 -0.954 0.869  0.964
H: -0.186 2.802 4.290  0.136
H: -2.239 3.512 2.900  0.134
C: 1.465 3.372 -2.040  -0.118
C: -1.056 1.938 -3.625  0.052
C: -3.093 1.011 1.537  -0.380
C: -2.553 -0.295 2.098  -0.381
H: -0.304 -2.046 2.731  0.089
H: -0.260 3.339 -0.726  0.052
C: 2.417 -0.611 2.414  -0.383
C: 0.840 -2.444 0.886  -0.399
H: -0.561 4.024 -2.284  0.148
C: -1.661 0.837 -4.199  0.057
N: -0.687 0.773 -1.576  -0.069
H: -3.351 -1.034 2.223  0.140
H: 1.870 2.815 0.483  0.113
H: 3.310 0.001 2.272  0.115
H: -3.692 1.532 2.289  0.132
H: -2.026 0.870 -5.218  0.155
H: -1.212 1.409 3.910  0.095
C: -0.032 3.212 -1.784  -0.145
H: 2.080 1.267 -1.914  0.131
H: 1.511 -3.165 1.361  0.131
H: 1.799 4.327 -1.626  0.146
C: -0.449 -2.279 1.679  -0.363
H: 2.746 -1.594 2.763  0.129
O: 1.726 2.003 -0.028  -0.322
C: -1.328 3.079 2.476  -0.405
H: 1.969 0.328 4.307  0.138
H: -2.261 -1.204 -3.801  0.146

Properties
- lowest unoccupied orbital energy (eV) = -15.33
- charge = +4
- HOMO-LUMO gap (eV) = 6.43
- total energy (eV) = -67112.729

---

This record from the OMol25 dataset describes a molecular structure, C16H28AlN2P2. The level of theory is ωB97M-V/def2-TZVPD.

Last column: Löwdin charge in e.
Cartesian coordinates (Å):
P: 1.355 -0.777 1.831  0.855
C: -2.087 -1.445 1.722  -0.100
H: 4.152 0.540 -0.308  0.097
H: -5.451 -1.797 1.614  0.112
H: 3.769 -0.585 1.942  0.098
C: -1.410 -0.171 -2.534  -0.048
H: 3.534 -1.022 -2.322  0.063
C: -3.029 -0.041 0.045  -0.241
N: -1.452 0.941 -1.555  -0.321
H: 3.446 1.841 -2.360  0.063
C: -4.462 -1.434 1.366  -0.060
C: -1.893 -0.504 0.711  -0.177
H: -2.937 2.023 -0.547  0.142
H: 2.260 -2.637 3.047  0.059
C: 0.233 2.210 0.736  -0.278
C: 3.046 -0.672 1.129  -0.382
H: 2.192 -1.984 -1.661  0.050
H: 3.253 -1.615 0.618  0.082
H: 1.630 1.313 3.026  0.037
C: -2.830 1.031 -0.994  -0.129
H: 2.036 2.733 -1.744  0.054
H: 0.437 0.274 3.801  0.059
C: 3.162 0.501 0.151  -0.385
C: -3.353 -1.908 2.054  -0.069
H: 2.168 -0.073 4.012  0.059
N: 0.697 3.220 1.046  0.087
P: 1.926 0.389 -1.195  0.846
C: -1.136 2.208 -2.246  -0.054
H: -0.411 -0.252 -2.960  0.072
H: 3.000 1.457 0.655  0.081
H: -1.107 3.025 -1.528  0.093
C: 2.363 1.814 -2.232  -0.229
C: 1.412 0.284 3.311  -0.230
C: 2.454 -1.054 -2.166  -0.230
C: -4.303 -0.497 0.357  -0.026
H: 0.496 -2.594 3.199  0.044
H: -5.168 -0.124 -0.180  0.120
H: -3.478 -2.638 2.843  0.109
C: 1.326 -2.466 2.508  -0.241
H: -1.673 -1.107 -2.043  0.103
H: -0.171 2.128 -2.733  0.062
H: -2.120 0.020 -3.341  0.109
Al: -0.276 0.418 0.111  0.190
H: 1.230 -3.201 1.710  0.056
H: -1.241 -1.838 2.271  0.054
H: 1.961 -1.048 -3.138  0.049
H: 1.902 1.741 -3.215  0.049
H: -3.555 0.958 -1.809  0.138
H: -1.892 2.417 -3.006  0.110

Properties
- lowest unoccupied orbital energy (eV) = -2.40
- charge = +1
- HOMO-LUMO gap (eV) = 9.51
- total energy (eV) = -45198.371